Entry 1:
# C16H66FNO25PS3

A cluster of 17 separate species, C16H66FNO25PS3 in total at a distorted geometry (ωB97M-V/def2-TZVPD, OMol25).

As for the total charge: -1. The calculation puts the HOMO-LUMO gap at 7.633 eV. The calculation puts the LUMO energy at 0.010 hartree. The relative energy (zero: lowest compared OMol25 entry of this formula, charge and spin) comes out at 4.7448 eV.

```
113
C16H66FNO25PS3, DFT ωB97M-V/def2-TZVPD
O 0.71 -1.23 1.84
P 1.33 -0.81 0.44
O 2.76 0.18 0.80
O 1.79 -2.16 -0.57
S -0.10 0.52 -0.48
O -0.75 -0.02 -1.77
O 0.70 1.81 -0.91
N -1.22 1.04 0.76
S -2.82 0.37 0.53
O -3.65 0.78 1.80
O -3.60 1.02 -0.68
S -2.88 -1.76 0.47
O -2.45 -2.38 -0.88
O -4.39 -2.17 0.68
F -1.99 -2.52 1.74
H 3.05 -0.16 1.72
H 1.89 -1.80 -1.50
C 2.49 0.26 4.74
O 2.31 0.36 3.34
H 3.45 -0.22 4.95
H 2.48 1.26 5.19
H 1.69 -0.35 5.17
H 1.45 0.79 3.19
C 5.10 3.23 5.31
O 4.47 2.38 6.24
H 4.82 2.91 4.30
H 4.77 4.26 5.47
H 6.18 3.16 5.42
H 4.73 2.68 7.13
C 2.46 -4.72 2.35
O 2.47 -3.50 1.65
H 3.45 -5.18 2.29
H 2.21 -4.54 3.40
H 1.72 -5.40 1.91
H 1.58 -3.12 1.72
C -5.04 2.40 -3.72
O -4.45 2.85 -2.52
H -5.30 3.26 -4.34
H -4.34 1.76 -4.26
H -5.95 1.84 -3.49
H -4.24 2.07 -1.99
C -3.05 -5.91 -1.19
O -2.09 -5.59 -0.20
H -3.04 -6.99 -1.36
H -4.04 -5.60 -0.85
H -2.79 -5.40 -2.12
H -2.11 -4.63 -0.07
C -3.00 -7.53 -4.46
O -2.04 -6.55 -4.12
H -2.68 -8.49 -4.04
H -3.97 -7.26 -4.03
H -3.08 -7.61 -5.54
H -2.35 -5.71 -4.50
C -6.32 -0.29 -6.28
O -6.65 -0.15 -4.91
H -5.87 0.64 -6.63
H -5.61 -1.11 -6.41
H -7.23 -0.49 -6.86
H -7.04 -0.99 -4.63
C 7.41 0.89 3.50
O 8.01 1.35 4.71
H 7.16 1.75 2.89
H 8.12 0.26 2.97
H 6.51 0.33 3.73
H 8.22 0.56 5.24
C -5.72 0.88 -9.74
O -6.06 -0.48 -9.55
H -4.79 1.09 -9.20
H -5.58 1.08 -10.80
H -6.52 1.52 -9.34
H -6.89 -0.64 -10.03
C -1.22 5.12 -1.09
O -1.56 3.75 -0.90
H -0.29 5.33 -0.56
H -1.08 5.31 -2.16
H -2.02 5.75 -0.69
H -2.39 3.60 -1.39
C 1.18 4.13 2.53
O 0.84 2.77 2.72
H 2.11 4.34 3.07
H 1.32 4.33 1.47
H 0.38 4.76 2.93
H 0.01 2.61 2.24
C 2.58 5.00 7.48
O 3.54 5.31 8.47
H 2.58 3.92 7.31
H 1.59 5.31 7.81
H 2.83 5.51 6.54
H 3.51 6.28 8.59
C 1.28 -5.58 -4.62
O 1.21 -4.55 -3.65
H 1.22 -5.15 -5.62
H 2.22 -6.13 -4.51
H 0.43 -6.27 -4.47
H 1.27 -4.97 -2.78
C -2.06 2.11 5.09
O -3.27 1.39 5.11
H -1.87 2.53 6.08
H -1.24 1.44 4.82
H -2.13 2.92 4.36
H -3.41 1.03 4.22
C -2.10 -1.28 -9.66
O -2.42 -0.61 -10.87
H -1.02 -1.27 -9.53
H -2.57 -0.76 -8.83
H -2.46 -2.31 -9.71
H -3.39 -0.63 -10.96
C 9.04 3.01 8.06
O 7.83 2.29 8.09
H 9.23 3.43 9.05
H 9.86 2.34 7.79
H 8.97 3.82 7.33
H 7.69 1.93 7.20
```

---

Entry 2:
# C16H74InN4O21S2

A structure of composition C16H74InN4O21S2 (ωB97M-V/def2-TZVPD, OMol25).

As for the total charge: -1. The calculation puts the HOMO-LUMO gap at 6.094 eV. The calculation puts the LUMO energy at 0.060 hartree.

```
118
C16H74InN4O21S2, DFT ωB97M-V/def2-TZVPD
C 1.27 3.02 0.69
C 1.48 2.76 2.17
N 0.61 3.52 3.09
C 1.25 3.81 4.38
C 1.33 2.54 5.24
C 0.03 4.66 2.53
S 0.80 6.10 2.35
S -1.64 4.63 2.04
C -2.30 2.94 1.83
C -2.49 2.05 3.05
C -3.09 0.69 2.59
In -1.64 -0.87 1.95
C -2.46 -2.00 0.19
C -1.26 -2.46 -0.66
C -1.20 -1.75 -2.02
C 0.22 -1.65 -2.50
O 0.28 -1.49 -3.95
C 1.53 -1.46 -4.44
C 2.54 -0.59 -3.76
O 1.81 -2.09 -5.43
C -1.18 -2.41 3.51
C -1.75 -2.15 4.90
N -1.13 -3.11 5.85
N -1.54 -0.76 5.31
N -3.20 -2.41 4.90
H 1.74 3.96 0.38
H 0.23 3.03 0.40
H 1.76 2.21 0.16
H 1.25 1.71 2.32
H 2.53 2.90 2.43
H 2.25 4.23 4.24
H 0.65 4.56 4.88
H 0.57 2.57 6.01
H 2.32 2.43 5.66
H 1.14 1.66 4.63
H -3.29 3.15 1.45
H -1.76 2.44 1.03
H -1.58 1.92 3.60
H -3.22 2.56 3.69
H -3.78 0.33 3.34
H -3.70 0.91 1.71
H -0.12 -0.12 1.39
H -3.16 -1.41 -0.40
H -2.96 -2.87 0.61
H -0.32 -2.25 -0.14
H -1.27 -3.54 -0.84
H -1.64 -0.76 -1.91
H -1.81 -2.31 -2.73
H 0.80 -2.52 -2.24
H 0.68 -0.78 -2.01
H 3.27 -0.30 -4.50
H 2.10 0.30 -3.33
H 3.06 -1.13 -2.96
H -1.55 -3.38 3.17
H -0.10 -2.51 3.61
H -1.53 -2.99 6.78
H -0.13 -2.98 5.89
H -1.10 -0.74 6.23
H -0.91 -0.30 4.67
H -3.32 -3.40 5.06
H -3.59 -1.92 5.69
O 1.67 -4.59 -1.64
H 2.55 -4.97 -1.52
H 1.57 -4.50 -2.59
O 1.52 9.72 2.45
H 2.27 9.94 1.89
H 1.43 8.76 2.36
O 3.97 2.24 -4.72
H 3.34 1.83 -5.33
H 4.76 2.35 -5.26
O 3.28 0.47 -0.02
H 4.03 0.58 -0.62
H 3.02 -0.45 -0.09
O 1.65 -7.52 -1.27
H 1.28 -7.76 -0.40
H 1.35 -6.61 -1.41
O -1.67 -5.56 0.91
H -2.36 -5.74 0.26
H -1.91 -6.10 1.67
O 5.44 0.82 1.92
H 4.73 0.54 1.32
H 5.40 0.21 2.65
O -3.17 7.32 0.44
H -2.74 6.60 0.91
H -2.79 7.26 -0.44
O -0.68 -8.35 0.25
H -0.94 -8.67 1.12
H -0.99 -7.43 0.23
O -3.74 -6.72 -0.97
H -4.42 -7.16 -1.48
H -2.97 -6.74 -1.56
O -4.36 -6.45 -3.93
H -5.03 -6.91 -4.45
H -3.58 -6.45 -4.49
O 5.77 1.21 -1.42
H 5.96 1.78 -0.67
H 5.70 1.80 -2.18
O -4.65 9.01 -1.93
H -4.69 9.90 -1.59
H -4.18 8.52 -1.24
O 2.56 4.26 -6.20
H 3.13 4.19 -5.43
H 1.69 4.49 -5.85
O -2.60 -6.07 -6.50
H -2.40 -5.38 -5.86
H -2.48 -5.62 -7.35
O -1.00 -5.14 -8.83
H -0.12 -5.51 -8.71
H -1.12 -5.09 -9.78
O 3.00 1.13 7.66
H 2.91 2.00 8.06
H 3.55 0.63 8.28
O -0.70 7.39 -1.64
H -0.56 8.06 -0.96
H -0.71 7.88 -2.47
O 3.11 1.50 -7.55
H 2.87 0.60 -7.30
H 2.34 1.85 -8.00
```

---

Entry 3:
# C16H76O30

A cluster of 22 separate species, C16H76O30 in total at a distorted geometry (ωB97M-V/def2-TZVPD, OMol25).

As for the total charge: 0. The calculation puts the HOMO-LUMO gap at 9.149 eV. The calculation puts the LUMO energy at -0.008 hartree. The relative energy (zero: lowest compared OMol25 entry of this formula, charge and spin) comes out at 0.8753 eV.

```
122
C16H76O30, DFT ωB97M-V/def2-TZVPD
O -4.72 -1.19 0.65
H -4.24 -1.49 -0.13
H -4.10 -1.30 1.37
O -1.37 0.79 -3.15
H -0.91 0.24 -3.78
H -0.81 0.88 -2.42
O -1.31 -3.24 -3.11
H -2.25 -3.15 -3.00
H -1.04 -2.86 -2.34
O 1.38 -1.65 -2.05
H 1.38 -2.51 -1.61
H 0.53 -1.37 -1.85
O -4.15 1.77 0.70
H -4.49 0.91 0.38
H -3.83 2.30 -0.02
O -3.70 0.30 -1.60
H -4.45 0.82 -1.96
H -2.97 0.70 -2.01
O 3.62 2.06 0.83
H 3.16 1.46 1.51
H 3.56 1.47 0.12
O 2.33 3.07 -1.93
H 2.55 3.19 -2.84
H 2.78 3.81 -1.56
O -2.20 -4.18 0.24
H -1.72 -3.63 0.87
H -2.96 -3.65 -0.03
O -0.32 -1.14 -4.54
H 0.64 -1.12 -4.60
H -0.55 -1.88 -4.04
O -3.66 -2.66 -1.73
H -4.49 -3.15 -1.90
H -3.70 -1.83 -2.22
O -3.09 -2.02 2.63
H -2.35 -2.19 3.19
H -3.66 -2.78 2.74
O 3.49 0.17 -1.60
H 2.65 -0.36 -1.67
H 3.28 0.81 -2.26
O -0.79 -1.14 3.67
H -0.53 -0.28 3.51
H -0.35 -1.33 4.48
C -1.02 4.15 -2.43
C -1.00 5.72 -2.06
O -1.08 6.45 -3.24
O -1.25 3.29 -1.27
H -0.03 3.98 -2.83
H -1.73 3.70 -3.21
H -0.11 5.83 -1.39
H -1.97 5.96 -1.57
H -1.93 6.15 -3.63
H -0.66 2.57 -1.28
C 0.42 0.23 0.05
C -0.92 -0.33 0.18
O -1.12 -1.40 -0.80
O 0.60 1.07 -1.09
H 1.15 -0.54 0.00
H 0.79 0.79 0.90
H -1.52 0.57 0.09
H -1.03 -0.73 1.22
H -1.74 -1.13 -1.41
H 1.53 1.27 -1.18
C -2.74 1.77 3.52
C -1.60 2.44 2.74
O -0.39 1.69 2.86
O -3.77 2.69 3.62
H -2.41 1.62 4.55
H -2.93 0.70 3.18
H -1.33 3.49 2.94
H -1.92 2.36 1.72
H 0.24 2.23 3.36
H -3.77 2.95 4.60
C 1.10 4.50 1.03
C 0.25 5.59 1.76
O -1.00 5.60 1.05
O 2.30 4.40 1.77
H 1.30 4.84 0.02
H 0.62 3.50 1.08
H 0.78 6.53 1.76
H 0.03 5.34 2.76
H -1.42 4.71 1.02
H 2.73 3.52 1.52
C 1.91 -4.52 -0.32
C 0.67 -5.37 -0.76
O 1.18 -6.64 -0.91
O 1.43 -3.23 0.15
H 2.64 -4.45 -1.06
H 2.29 -5.15 0.47
H 0.24 -4.90 -1.63
H -0.05 -5.39 0.00
H 1.95 -6.54 -1.42
H 0.78 -3.29 0.85
C 0.02 -4.44 3.03
C 1.48 -4.49 3.44
O 1.38 -5.83 3.99
O -0.23 -3.33 2.19
H -0.62 -4.29 3.84
H -0.16 -5.27 2.27
H 1.86 -3.74 4.10
H 1.97 -4.30 2.52
H 0.98 -5.70 4.85
H -0.24 -2.56 2.83
C 3.46 -0.92 4.04
C 2.39 -0.80 2.95
O 3.00 -0.48 1.73
O 2.77 -1.18 5.22
H 3.92 0.03 3.96
H 4.15 -1.79 3.83
H 1.66 0.02 3.12
H 1.79 -1.72 2.93
H 3.42 -1.27 1.42
H 3.34 -1.85 5.63
C 2.65 0.93 -5.42
C 1.50 1.65 -4.67
O 1.71 3.01 -4.69
O 2.35 -0.49 -5.41
H 3.63 0.85 -4.95
H 2.85 1.41 -6.42
H 1.52 1.37 -3.58
H 0.53 1.31 -5.17
H 1.94 3.22 -5.61
H 1.83 -0.65 -6.15
```